[1]
# C40H41N4OSiV

A molecular structure, C40H41N4OSiV at a distorted geometry (ωB97M-V/def2-TZVPD, OMol25).

## Properties
- gap between HOMO and LUMO (spin up / spin down) (eV) = 7.2 / 7.4
- E (hartree) = -3076.72373
- LUMO (spin up / spin down) (hartree) = 0.0017 / 0.0041
- relative energy (zero: lowest compared OMol25 entry of this formula, charge and spin) (kJ/mol) = 14.4
- F_max (eV/A) = 1.04
- spin multiplicity = 3

Last column: Löwdin spin population.
Atoms and positions in Å:
V (-0.17944, -0.09390, -2.03520)  1.8605
C (2.44710, 1.99506, -0.90473)  0.0029
C (1.95595, 3.17012, -1.75656)  -0.0002
C (0.96864, 2.80950, -2.87447)  0.0042
N (-0.12050, 1.95574, -2.42650)  0.0064
C (-1.19708, 2.46176, -1.87582)  0.0085
C (-1.38506, 3.85914, -1.65184)  0.0026
C (-2.21895, 4.51229, -0.78471)  0.0045
C (-3.20363, 4.00192, 0.07327)  0.0043
C (-3.71533, 2.73298, 0.02553)  0.0038
C (-3.39429, 1.66956, -0.82923)  0.0059
C (-2.29276, 1.46210, -1.64321)  0.0062
N (-2.07912, 0.30327, -2.30061)  -0.0034
C (-3.14787, -0.65665, -2.48421)  0.0041
C (-2.62621, -1.86405, -3.25726)  0.0010
C (-1.65960, -2.74521, -2.46847)  0.0038
N (-0.40858, -2.05662, -2.19591)  0.0023
C (0.65942, -2.71988, -1.77569)  0.0117
C (0.58667, -4.07851, -1.41273)  -0.0018
C (1.53397, -4.94470, -0.90453)  0.0062
C (2.87949, -4.74607, -0.64464)  -0.0005
C (3.58427, -3.58199, -0.87580)  0.0062
C (3.17072, -2.36375, -1.39273)  -0.0005
C (1.90905, -1.89602, -1.78889)  0.0090
N (1.72984, -0.66105, -2.27692)  0.0044
C (2.88851, 0.13521, -2.66286)  0.0066
C (3.45193, 1.04935, -1.56947)  0.0001
H (1.58988, 1.41521, -0.55680)  0.0017
H (2.90971, 2.40523, -0.00371)  0.0003
H (2.80977, 3.67961, -2.21537)  0.0001
H (1.47285, 3.88967, -1.08913)  0.0000
H (1.48635, 2.27697, -3.67049)  0.0003
H (0.58207, 3.72068, -3.33732)  0.0001
H (-0.68421, 4.49595, -2.17407)  0.0000
H (-2.06857, 5.58620, -0.73392)  0.0002
H (-3.63384, 4.68722, 0.79208)  0.0002
H (-4.51958, 2.51840, 0.72181)  0.0001
H (-4.05864, 0.81865, -0.74953)  0.0003
H (-3.97300, -0.18430, -3.02874)  -0.0001
H (-3.56021, -1.00814, -1.52750)  -0.0004
H (-2.12717, -1.51050, -4.16466)  0.0008
H (-3.47298, -2.48125, -3.56478)  0.0001
H (-1.46374, -3.65773, -3.04036)  -0.0001
H (-2.14568, -3.05095, -1.53002)  -0.0003
H (-0.40117, -4.50830, -1.50236)  -0.0003
H (1.15522, -5.93345, -0.66562)  0.0004
H (3.42675, -5.57803, -0.22022)  -0.0002
H (4.63618, -3.61718, -0.61047)  0.0003
H (3.96104, -1.62985, -1.45464)  -0.0002
H (2.58346, 0.74023, -3.51583)  0.0005
H (3.68262, -0.51699, -3.03849)  0.0003
H (4.26877, 1.62661, -2.01711)  0.0002
H (3.89545, 0.43223, -0.78269)  0.0001
O (-0.17650, -0.06372, -0.14812)  0.0260
Si (-0.13969, -0.11138, 1.45674)  0.0066
C (1.11098, -1.34531, 2.11546)  -0.0003
C (0.69992, -2.62131, 2.51355)  -0.0001
C (1.60776, -3.55523, 2.99635)  0.0000
C (2.95215, -3.22840, 3.09622)  0.0000
C (3.38647, -1.97258, 2.69589)  0.0000
C (2.47452, -1.04774, 2.20692)  0.0000
C (-1.82267, -0.61337, 2.10451)  0.0014
C (-2.67610, -1.37284, 1.30274)  0.0002
C (-3.93027, -1.76585, 1.75028)  0.0000
C (-4.35244, -1.40053, 3.02199)  0.0000
C (-3.51732, -0.64791, 3.83787)  0.0001
C (-2.26571, -0.25828, 3.37952)  0.0002
C (0.25698, 1.59816, 2.11555)  0.0012
C (1.06618, 1.87079, 3.21976)  0.0003
C (1.32354, 3.17795, 3.61937)  0.0001
C (0.76886, 4.24022, 2.92107)  0.0002
C (-0.05469, 3.99199, 1.82955)  0.0001
C (-0.30303, 2.68647, 1.43656)  0.0004
H (-0.35026, -2.88608, 2.46016)  0.0000
H (1.26404, -4.53619, 3.30121)  0.0000
H (3.66036, -3.95005, 3.48435)  0.0000
H (4.43632, -1.71411, 2.76425)  0.0000
H (2.83275, -0.07324, 1.89023)  0.0000
H (-2.34199, -1.65282, 0.30949)  0.0001
H (-4.58061, -2.35211, 1.11153)  0.0000
H (-5.33137, -1.69904, 3.37580)  0.0000
H (-3.84348, -0.36411, 4.83070)  0.0000
H (-1.63024, 0.34337, 4.02101)  0.0000
H (1.50329, 1.05387, 3.78281)  0.0000
H (1.95937, 3.36593, 4.47566)  0.0000
H (0.97263, 5.25821, 3.22905)  0.0000
H (-0.50282, 4.81485, 1.28473)  0.0001
H (-0.94535, 2.50461, 0.58133)  0.0000

***

[2]
# C4H5NO

A single C4H5NO molecule (ωB97M-V/def2-TZVPD, OMol25).

## Properties
- gap between HOMO and LUMO (eV) = 7.9
- E (hartree) = -285.26281
- LUMO (hartree) = -0.0255
- relative energy (zero: lowest compared OMol25 entry of this formula, charge and spin) (kJ/mol) = 398.5
- F_max (eV/A) = 0.83

Last column: natural (NBO) charge in e.
Atoms and positions in Å:
C (-1.50430, -0.10687, 0.01494)  -0.6090
C (-0.00611, -0.02047, -0.00408)  -0.3614
C (0.93898, -1.10787, 0.13868)  0.3689
O (2.15957, -0.97259, 0.11475)  -0.5693
N (1.97245, 1.47741, -0.21947)  -0.1540
C (0.81483, 1.05947, -0.15597)  0.1436
H (-1.80364, -1.15165, 0.15288)  0.2275
H (-1.95324, 0.46324, 0.83674)  0.2154
H (-1.96166, 0.23523, -0.92071)  0.2155
H (0.49096, -2.10887, 0.27464)  0.1457
H (0.79927, 2.24349, -0.32144)  0.3772

***

[3]
# CH3N3S

2 unconnected molecules or ions with the total composition CH3N3S at a distorted geometry (ωB97M-V/def2-TZVPD, OMol25).

## Properties
- gap between HOMO and LUMO (spin up / spin down) (eV) = 8.1 / 8.1
- E (hartree) = -602.16875
- LUMO (spin up / spin down) (hartree) = 0.0023 / 0.0023
- relative energy (zero: lowest compared OMol25 entry of this formula, charge and spin) (kJ/mol) = 331.2
- F_max (eV/A) = 5.48

Last column: natural (NBO) charge in e.
Atoms and positions in Å:
C (-1.70721, -0.97749, 0.02149)  -0.3349
N (0.39936, -1.08635, -0.05219)  -0.1574
N (0.51380, 0.08145, -0.17182)  -0.0229
N (1.54494, 0.92033, -0.06224)  -0.6252
S (-1.97419, 0.55686, -0.01748)  0.1452
H (-2.49981, -1.72819, 0.39517)  0.2142
H (2.36388, 0.47031, 0.32159)  0.3834
H (1.35923, 1.76309, -0.43451)  0.3976

***

[4]
# CN2O2S

2 unconnected molecules or ions with the total composition CN2O2S at a distorted geometry (ωB97M-V/def2-TZVPD, OMol25).

## Properties
- gap between HOMO and LUMO (eV) = 6.6
- E (hartree) = -696.12447
- LUMO (hartree) = -0.0905
- relative energy (zero: lowest compared OMol25 entry of this formula, charge and spin) (kJ/mol) = 454.3
- F_max (eV/A) = 4.71

Last column: natural (NBO) charge in e.
Atoms and positions in Å:
C (0.66310, -1.54715, -1.10175)  0.7448
N (0.40755, -0.42467, -0.86583)  -0.8863
N (-0.71990, 2.08577, 1.41217)  -0.0243
O (0.82195, -2.58735, -1.55897)  -0.5790
O (-1.43127, 1.98304, 2.32446)  -0.1814
S (-0.00192, 1.68975, 0.18322)  0.9261

***

[5]
# C11H15Cl2FN3

A molecular structure, C11H15Cl2FN3 at a distorted geometry (ωB97M-V/def2-TZVPD, OMol25).

## Properties
- gap between HOMO and LUMO (eV) = 6.9
- E (hartree) = -1612.29509
- charge = +1
- LUMO (hartree) = -0.1477
- F_max (eV/A) = 3.19

Last column: natural (NBO) charge in e.
Atoms and positions in Å:
C (-2.57319, 0.78308, -1.52998)  -0.4129
N (-2.02675, -0.52614, -1.44144)  -0.3653
C (-2.87419, -1.65370, -1.12708)  -0.2162
C (-1.92320, -2.83487, -1.18040)  -0.2194
N (-0.63023, -2.21236, -1.35519)  -0.3681
C (0.50840, -3.03653, -1.61378)  -0.4068
C (-0.70926, -0.85487, -1.48020)  0.4806
C (0.38502, 0.06474, -1.56318)  -0.4392
H (-2.10149, 1.37030, -2.32530)  0.2225
H (-3.63233, 0.68812, -1.77491)  0.2253
H (-2.48555, 1.33607, -0.58489)  0.2061
H (-3.28560, -1.52170, -0.11427)  0.2052
H (-3.70082, -1.73958, -1.84750)  0.2200
H (-1.92375, -3.40905, -0.23961)  0.2153
H (-2.16265, -3.49929, -2.02749)  0.2113
H (1.43460, -2.47845, -1.45984)  0.2220
H (0.47272, -3.90362, -0.94265)  0.2184
H (0.51413, -3.41104, -2.65085)  0.2083
H (1.38024, -0.33179, -1.73153)  0.2369
H (0.15465, 1.09697, -1.80868)  0.2405
Cl (0.03005, -0.01460, 2.56537)  0.0942
C (1.22505, 1.20465, 2.55543)  0.1833
N (1.71337, 1.60988, 1.37678)  -0.1431
F (1.12892, 0.88880, 0.05678)  -0.2831
C (2.57808, 2.63004, 1.25745)  0.1824
Cl (3.03890, 3.14434, -0.30008)  0.1105
C (3.06927, 3.25007, 2.40172)  -0.2443
C (2.63211, 2.81759, 3.65735)  -0.1063
C (1.68709, 1.78833, 3.72794)  -0.2465
H (3.78124, 4.05771, 2.27068)  0.2582
H (3.00927, 3.28395, 4.56586)  0.2532
H (1.28590, 1.41296, 4.66349)  0.2569

***

[6]
# C3H8CsO

A molecular structure, C3H8CsO at a distorted geometry (ωB97M-V/def2-TZVPD, OMol25).

## Properties
- gap between HOMO and LUMO (eV) = 11.4
- E (hartree) = -214.17383
- charge = +1
- LUMO (hartree) = -0.1289
- relative energy (zero: lowest compared OMol25 entry of this formula, charge and spin) (kJ/mol) = 304.6
- F_max (eV/A) = 10.90

Last column: Mulliken charge in e.
Atoms and positions in Å:
Cs (-1.91522, -1.63775, -1.29530)  0.8747
C (0.02311, 0.04449, 1.38886)  -1.2122
C (-0.03790, 0.46879, -0.05710)  0.7490
C (1.00491, -0.18690, -0.92441)  -1.4589
O (-1.26769, 0.18944, -0.64143)  -0.8109
H (-0.74424, 0.62207, 1.90429)  0.3944
H (0.92110, 0.37285, 1.91221)  0.3715
H (-0.18676, -1.01545, 1.53235)  0.2928
H (0.20140, 1.53177, -0.08717)  0.2431
H (0.77108, -0.28300, -1.98468)  0.4220
H (1.27047, -1.20018, -0.62301)  0.3626
H (1.89643, 0.43694, -0.98854)  0.3273
H (-1.93675, 0.65695, -0.13608)  0.4445

***

[7]
# C13H14HgIN3O

A molecular structure, C13H14HgIN3O at a distorted geometry (ωB97M-V/def2-TZVPD, OMol25).

## Properties
- gap between HOMO and LUMO (spin up / spin down) (eV) = 5.9 / 5.9
- E (hartree) = -1194.24769
- LUMO (spin up / spin down) (hartree) = -0.0601 / -0.0601
- F_max (eV/A) = 6.56

Last column: natural (NBO) charge in e.
Atoms and positions in Å:
C (2.05286, -2.46793, -2.14025)  -0.7876
C (0.39400, -0.93837, -3.21207)  -0.8648
H (3.05457, -2.16656, -2.39265)  0.2399
H (1.47841, -3.04953, -3.10769)  0.2351
H (2.00103, -3.33979, -1.36768)  0.2530
H (0.20057, 0.16441, -3.26104)  0.2491
H (1.34808, -1.07081, -3.96160)  0.2578
H (-0.47185, -1.57319, -3.48968)  0.2185
C (1.90179, -0.51351, 2.02774)  0.0751
C (2.16081, 0.19448, 3.21921)  -0.2318
C (1.35963, 1.28972, 3.53670)  -0.1626
C (0.37182, 1.64799, 2.62789)  -0.2038
H (2.50475, -1.37370, 1.71634)  0.2051
H (2.97097, -0.13353, 3.84098)  0.2247
H (1.48428, 1.86167, 4.47228)  0.2281
H (-0.25259, 2.49997, 2.81069)  0.2106
N (0.93262, -0.16952, 1.21090)  -0.4773
C (0.15094, 0.87612, 1.46862)  0.1716
C (-0.96364, 1.13489, 0.55243)  0.2062
N (-0.99851, 0.44237, -0.58791)  -0.4969
C (-2.04941, 0.59082, -1.39754)  0.0720
C (-3.10011, 2.16711, 0.08479)  -0.1439
C (-3.12018, 1.43744, -1.09133)  -0.2514
H (-2.02953, -0.00145, -2.31231)  0.2042
H (-3.95901, 1.49875, -1.78892)  0.2304
C (-1.99161, 2.02343, 0.92952)  -0.2055
H (-1.94243, 2.54478, 1.86625)  0.2225
H (-3.91807, 2.82757, 0.38953)  0.2290
Hg (0.81307, -1.18304, -1.18517)  1.7127
I (2.74836, 1.00391, -1.45783)  -0.7803
O (-1.72171, -1.57616, 1.52520)  -0.6145
C (-1.03745, -2.03460, 0.66093)  0.7529
N (-0.37246, -2.61374, -0.18635)  -0.9780